1.
This record from OMol25 describes C4H8N2O as an isolated structure in a non-equilibrium geometry. The level of theory is the ωB97M-V functional and the def2-TZVPD basis.

CARTESIAN COORDINATES (ANGSTROEM)
1 N -2.064 -0.743 0.147
2 C -0.822 -0.036 0.178
3 C 0.288 -0.601 -0.699
4 C 1.597 0.169 -0.574
5 O 2.066 0.222 0.760
6 C -1.063 1.533 -0.084
7 N -0.616 1.581 1.032
8 H -2.062 -1.485 0.837
9 H -2.890 -0.167 0.242
10 H -0.370 -0.023 1.221
11 H -0.021 -0.660 -1.747
12 H 0.443 -1.627 -0.337
13 H 1.474 1.178 -0.993
14 H 2.366 -0.340 -1.163
15 H 1.674 1.000 1.180

Forces on the atoms, in the same order (eV/Å):
N -0.1 -0.1 -0.1
C 0.7 -0.7 1.1
C 0.0 0.0 -0.1
C -0.1 0.0 -0.3
O 0.0 0.2 0.2
C 0.4 0.3 0.7
N -0.7 1.8 -1.1
H -0.2 0.1 0.0
H 0.2 0.0 0.0
H -0.2 -1.6 -0.5
H -0.1 0.1 0.1
H 0.0 0.1 -0.1
H 0.1 -0.1 0.1
H -0.1 0.1 0.1
H 0.1 -0.2 0.0

Multiplicity: 1
Charge: 0
Highest occupied orbital energy: -9.701 eV
Orbital gap: 10.423 eV

Löwdin charges, unit e, in atom order:
1. N 0.065
2. C -0.493
3. C -0.151
4. C -0.273
5. O -0.072
6. C -0.066
7. N 0.154
8. H 0.087
9. H 0.079
10. H 0.121
11. H 0.123
12. H 0.124
13. H 0.114
14. H 0.119
15. H 0.067

2.
This record from OMol25 describes C30H19Br4N2O4S3Se2Te3Y as an isolated structure in a non-equilibrium geometry. The level of theory is the ωB97M-V functional and the def2-TZVPD basis.

CARTESIAN COORDINATES (ANGSTROEM)
1 Y -0.903 0.340 -1.221
2 Br -4.811 4.297 -5.590
3 C -4.109 3.488 -4.024
4 C -4.751 3.622 -2.809
5 Br -6.369 4.594 -2.663
6 C -4.182 3.033 -1.666
7 Br -4.989 3.160 0.039
8 C -2.987 2.323 -1.716
9 O -2.410 1.811 -0.666
10 C -2.321 2.176 -2.986
11 O -1.203 1.491 -3.023
12 C -2.907 2.764 -4.102
13 Br -1.956 2.552 -5.716
14 Se -2.456 -1.163 -2.661
15 Te -3.617 -2.943 -3.954
16 Te -4.581 -2.808 0.672
17 Se -2.764 -1.285 -0.196
18 S 0.599 3.048 -0.736
19 C -0.010 3.646 0.732
20 N -1.349 3.852 0.836
21 C -2.001 4.273 1.938
22 C -1.304 4.580 3.066
23 C 0.098 4.415 3.027
24 C 0.726 3.965 1.903
25 H -1.892 3.541 0.029
26 H -3.077 4.324 1.843
27 H -1.824 4.907 3.953
28 H 0.687 4.629 3.908
29 H 1.794 3.820 1.867
30 O 4.863 -0.896 -3.711
31 S 4.449 -1.893 -2.760
32 O 5.460 -2.476 -1.914
33 N 3.202 -1.357 -1.856
34 C 2.116 -2.058 -2.043
35 S 0.607 -1.928 -1.252
36 C 2.277 -3.146 -3.094
37 C 1.322 -4.016 -3.592
38 C 1.715 -4.909 -4.581
39 C 3.027 -4.928 -5.058
40 C 3.975 -4.040 -4.564
41 C 3.559 -3.161 -3.583
42 H 0.303 -3.978 -3.225
43 H 0.986 -5.593 -4.997
44 H 3.307 -5.639 -5.825
45 H 4.990 -4.029 -4.939
46 Te -0.880 0.102 1.859
47 C 0.641 0.840 3.208
48 C 1.990 0.882 2.858
49 C 2.941 1.318 3.772
50 C 2.554 1.734 5.040
51 C 1.211 1.712 5.390
52 C 0.261 1.266 4.479
53 C -0.330 -1.869 2.275
54 C -1.312 -2.730 2.744
55 C -1.001 -4.063 2.982
56 C 0.289 -4.525 2.773
57 C 1.270 -3.656 2.312
58 C 0.963 -2.327 2.055
59 H 2.298 0.591 1.860
60 H 3.986 1.334 3.491
61 H 3.296 2.073 5.752
62 H 0.901 2.040 6.376
63 H -0.786 1.249 4.758
64 H -2.328 -2.385 2.887
65 H -1.783 -4.739 3.306
66 H 0.527 -5.566 2.954
67 H 2.273 -4.016 2.116
68 H 1.727 -1.669 1.666

Forces on the atoms, in the same order (eV/Å):
Y 1.9 1.4 -0.2
Br 0.0 0.0 0.1
C 0.2 0.0 -0.1
C 0.0 0.0 0.1
Br 0.0 0.0 0.0
C 0.1 0.0 -0.2
Br -0.1 0.0 0.1
C -0.3 0.5 -0.9
O -0.1 0.2 0.5
C -0.1 0.1 0.0
O -0.2 0.5 0.0
C 0.1 0.1 0.0
Br 0.0 0.0 -0.1
Se -1.7 -1.0 -1.0
Te 0.2 -0.1 0.2
Te 0.1 0.1 -0.1
Se -1.1 -1.2 0.3
S 0.4 0.0 0.3
C -0.1 -0.1 0.0
N -0.1 0.1 0.0
C 0.0 0.0 0.0
C 0.2 -0.1 -0.1
C -0.2 0.1 0.1
C 0.1 0.0 -0.3
H -0.1 -0.3 0.1
H 0.0 0.0 0.0
H 0.0 0.0 0.0
H 0.0 0.0 0.0
H 0.0 0.0 0.0
O 0.1 0.0 0.1
S 0.3 0.1 -0.1
O 0.0 0.1 0.0
N -0.5 0.2 0.4
C 0.2 -0.2 -0.4
S 0.9 -0.4 0.0
C -0.4 0.2 0.4
C 0.0 0.0 0.0
C 0.1 0.0 0.0
C -0.1 0.0 0.1
C -0.1 0.0 0.0
C 0.2 -0.3 -0.3
H 0.0 0.0 0.0
H 0.0 0.0 0.0
H 0.0 0.0 0.0
H 0.0 0.0 0.0
Te 0.4 0.5 1.2
C -0.1 0.1 -0.2
C -0.2 0.0 -0.1
C 0.0 0.0 0.0
C 0.0 0.0 0.0
C 0.0 0.0 0.0
C 0.0 -0.1 -0.1
C 0.0 -0.3 0.1
C 0.1 -0.1 0.0
C 0.0 0.0 0.0
C 0.0 0.1 0.0
C 0.0 0.0 0.0
C 0.0 -0.1 0.1
H 0.0 0.0 0.0
H 0.0 0.0 0.0
H 0.0 0.0 0.0
H 0.0 0.0 0.0
H 0.0 0.0 0.0
H 0.0 0.0 0.0
H 0.0 0.0 0.0
H 0.0 0.0 0.0
H 0.0 0.0 0.0
H 0.0 0.0 0.0

Multiplicity: 1
Charge: -2
Highest occupied orbital energy: -1.602 eV
Orbital gap: 4.931 eV

Löwdin charges, unit e, in atom order:
1. Y 0.544
2. Br 0.656
3. C -0.756
4. C -0.764
5. Br 0.658
6. C -0.623
7. Br 0.775
8. C -0.454
9. O -0.391
10. C -0.465
11. O -0.344
12. C -0.640
13. Br 0.748
14. Se -0.201
15. Te -0.022
16. Te 0.016
17. Se -0.329
18. S 0.630
19. C -0.754
20. N 0.068
21. C -0.075
22. C -0.063
23. C -0.068
24. C -0.095
25. H 0.100
26. H 0.079
27. H 0.099
28. H 0.107
29. H 0.104
30. O -0.310
31. S 0.612
32. O -0.319
33. N -0.093
34. C -0.741
35. S 0.611
36. C -0.221
37. C -0.016
38. C -0.066
39. C -0.086
40. C -0.047
41. C -0.244
42. H 0.101
43. H 0.103
44. H 0.095
45. H 0.113
46. Te 1.325
47. C -0.479
48. C -0.137
49. C -0.089
50. C -0.106
51. C -0.109
52. C -0.156
53. C -0.547
54. C -0.188
55. C -0.088
56. C -0.096
57. C -0.089
58. C -0.170
59. H 0.103
60. H 0.102
61. H 0.093
62. H 0.095
63. H 0.089
64. H 0.038
65. H 0.100
66. H 0.093
67. H 0.101
68. H 0.079

3.
This record from OMol25 describes one molecule with the formula ClH3NO2P in a non-equilibrium geometry. The level of theory is the ωB97M-V functional and the def2-TZVPD basis.

CARTESIAN COORDINATES (ANGSTROEM)
1 N 0.004 1.487 0.800
2 P 0.713 0.410 -0.067
3 O -0.644 -1.159 -0.339
4 O 0.739 0.991 -1.649
5 Cl 2.317 -0.574 0.134
6 H -0.172 1.254 1.753
7 H -1.252 -0.941 0.295
8 H -0.038 1.566 -1.610

Forces on the atoms, in the same order (eV/Å):
N 1.4 -0.8 -1.0
P -6.4 -0.3 -3.3
O 5.7 2.0 -2.1
O 0.4 -1.2 3.1
Cl 1.7 -0.9 0.3
H -0.1 0.0 0.8
H -2.6 1.0 2.6
H -0.1 0.3 -0.4

Multiplicity: 1
Charge: 0
Highest occupied orbital energy: -10.264 eV
Structure (SMILES): N=P(O)(O)Cl
Orbital gap: 10.441 eV

Löwdin charges, unit e, in atom order:
1. N -0.193
2. P 0.253
3. O -0.284
4. O -0.233
5. Cl 0.505
6. H -0.020
7. H -0.083
8. H 0.055

4.
This record from OMol25 describes C26H32CeNO4S2 as an isolated structure in a non-equilibrium geometry. The level of theory is the ωB97M-V functional and the def2-TZVPD basis.

CARTESIAN COORDINATES (ANGSTROEM)
1 O -0.279 -0.203 -2.560
2 C 0.910 -0.422 -3.388
3 C 0.330 0.448 -4.471
4 H 0.973 -1.480 -3.658
5 H 1.843 -0.053 -2.935
6 C -0.837 0.739 -3.528
7 H -0.196 -0.148 -5.186
8 H 0.938 1.271 -4.874
9 C -2.162 0.189 -4.019
10 H -2.053 -0.857 -4.306
11 H -2.503 0.767 -4.883
12 H -2.909 0.224 -3.237
13 C -0.814 2.175 -3.115
14 H 0.221 2.505 -3.048
15 H -1.289 2.343 -2.166
16 H -1.328 2.763 -3.878
17 Ce 0.428 -0.511 0.499
18 C 1.041 1.817 1.502
19 C 2.301 1.136 1.535
20 C 2.749 0.958 0.187
21 H 2.863 0.878 2.428
22 C 1.781 1.559 -0.677
23 C 0.731 2.094 0.134
24 H -0.132 2.660 -0.227
25 H 0.455 2.134 2.368
26 H 3.692 0.499 -0.114
27 H 1.883 1.688 -1.754
28 C -1.886 -0.351 1.956
29 C -1.858 0.852 1.192
30 C -1.986 0.499 -0.178
31 H -1.808 1.863 1.599
32 C -2.062 -0.928 -0.274
33 C -2.002 -1.457 1.053
34 H -2.048 -2.508 1.338
35 H -1.931 -0.402 3.039
36 H -2.107 1.202 -1.000
37 H -2.187 -1.507 -1.192
38 O 0.718 -1.364 -6.152
39 C 0.153 -0.454 -7.163
40 C 0.473 -0.927 -8.575
41 H 0.559 0.567 -7.012
42 H -0.939 -0.397 -7.012
43 C 1.466 -2.101 -8.361
44 H 0.901 -0.106 -9.164
45 H -0.456 -1.250 -9.067
46 C 1.433 -2.415 -6.855
47 H 2.484 -1.788 -8.637
48 H 1.196 -2.974 -8.968
49 H 2.449 -2.458 -6.438
50 H 0.918 -3.382 -6.670
51 O -0.617 0.213 4.571
52 S 0.732 -0.258 4.342
53 O 1.819 0.672 4.509
54 N 0.807 -0.961 2.818
55 C 1.076 -2.300 2.831
56 S 1.122 -3.092 1.341
57 C 1.217 -2.812 4.176
58 C 1.413 -4.126 4.636
59 C 1.469 -4.375 6.009
60 C 1.332 -3.326 6.933
61 C 1.110 -2.016 6.493
62 C 1.048 -1.792 5.122
63 H 1.513 -4.915 3.893
64 H 1.621 -5.393 6.370
65 H 1.393 -3.531 8.005
66 H 0.987 -1.180 7.178

Forces on the atoms, in the same order (eV/Å):
O 1.0 -0.2 1.4
C -0.3 -0.3 -0.1
C -1.0 0.3 -0.1
H 0.3 0.2 0.1
H -0.3 -0.2 0.0
C 0.4 0.2 -0.3
H 0.8 0.3 -0.2
H -0.4 -0.4 0.1
C 0.2 0.3 0.0
H 0.1 0.0 -0.1
H -0.1 -0.1 0.1
H -0.3 0.2 0.2
C -0.1 0.2 0.2
H 0.0 0.2 0.1
H -0.3 0.3 0.3
H 0.1 0.1 0.1
Ce -0.9 1.0 -0.2
C 0.7 0.1 -0.4
C -0.1 0.5 -0.7
C -0.7 0.2 0.4
H -0.3 -0.1 -0.2
C -0.2 0.2 0.7
C 0.7 0.0 -0.1
H 0.4 -0.3 0.2
H 0.3 -0.2 -0.3
H -0.4 0.1 0.1
H -0.2 -0.2 0.4
C -0.3 -0.2 -0.7
C -0.1 -0.7 0.0
C -0.1 -0.6 0.1
H 0.0 -0.4 -0.2
C -0.2 0.3 0.5
C 0.0 0.7 -0.1
H 0.0 0.4 -0.1
H 0.3 0.0 -0.4
H 0.2 -0.4 0.4
H 0.1 0.3 0.3
O 0.4 -0.6 -2.7
C -0.1 0.5 0.2
C -0.1 -0.6 0.2
H -0.1 -0.6 0.1
H 0.4 -0.1 0.0
C 0.3 0.4 -0.2
H -0.1 -0.3 0.1
H 0.4 0.0 0.1
C -0.3 -0.4 0.1
H -0.4 -0.2 0.0
H 0.2 0.2 0.2
H -0.3 -0.1 0.0
H 0.3 0.5 0.0
O 1.1 -0.4 0.1
S -0.3 0.4 -0.3
O -0.5 -0.5 -0.1
N 0.4 -1.5 -0.3
C -0.7 2.7 -0.3
S 0.2 -0.6 0.0
C 0.0 -0.7 1.7
C 0.0 0.5 -0.4
C 0.0 0.3 0.0
C 0.0 -0.1 -0.2
C 0.0 0.0 -0.4
C 0.2 -0.7 0.8
H 0.0 0.0 0.3
H 0.0 0.3 -0.1
H 0.0 0.1 -0.4
H 0.0 -0.3 0.0

Multiplicity: 1
Charge: +1
Highest occupied orbital energy (alpha / beta): -11.903 / -11.903 eV
Orbital gap (alpha / beta): 7.500 / 7.497 eV

Löwdin charges, unit e, in atom order:
1. O -0.135
2. C -0.111
3. C -0.105
4. H 0.126
5. H 0.110
6. C -0.538
7. H 0.047
8. H 0.144
9. C 0.011
10. H 0.102
11. H 0.103
12. H 0.082
13. C -0.001
14. H 0.087
15. H 0.051
16. H 0.111
17. Ce 1.126
18. C -0.170
19. C -0.147
20. C -0.119
21. H 0.113
22. C -0.149
23. C -0.160
24. H 0.122
25. H 0.130
26. H 0.128
27. H 0.107
28. C -0.126
29. C -0.121
30. C -0.154
31. H 0.136
32. C -0.169
33. C -0.157
34. H 0.123
35. H 0.102
36. H 0.098
37. H 0.127
38. O -0.217
39. C -0.194
40. C -0.146
41. H 0.117
42. H 0.122
43. C -0.147
44. H 0.114
45. H 0.113
46. C -0.170
47. H 0.111
48. H 0.111
49. H 0.117
50. H 0.122
51. O -0.267
52. S 0.703
53. O -0.254
54. N -0.257
55. C -0.701
56. S 0.772
57. C -0.200
58. C 0.012
59. C -0.034
60. C -0.028
61. C -0.009
62. C -0.208
63. H 0.121
64. H 0.120
65. H 0.123
66. H 0.133

5.
This record from OMol25 describes a 4-piece molecular cluster, C3H12O4 overall in a non-equilibrium geometry. The level of theory is the ωB97M-V functional and the def2-TZVPD basis.

CARTESIAN COORDINATES (ANGSTROEM)
1 C 0.719 0.064 -0.880
2 C -0.579 -0.143 -0.697
3 O -1.021 -1.418 -0.499
4 C -1.759 0.760 -0.721
5 H 0.969 1.115 -1.005
6 H 1.510 -0.645 -0.687
7 H -0.344 -1.950 -0.945
8 H -1.430 1.801 -0.753
9 H -2.262 0.662 0.250
10 H -2.472 0.452 -1.475
11 H 0.208 0.444 3.172
12 H 0.189 0.333 1.632
13 O 0.530 0.860 2.367
14 H 1.611 -4.215 0.036
15 H 1.404 -4.358 -1.466
16 O 1.308 -3.707 -0.742
17 H 0.485 2.553 1.004
18 H 0.354 4.069 0.986
19 O 0.581 3.322 0.424

Forces on the atoms, in the same order (eV/Å):
C 0.0 2.1 0.5
C -0.4 -1.5 -0.1
O 0.0 -0.3 -0.4
C 0.6 0.9 1.1
H 0.4 -0.2 -0.2
H -0.2 -0.3 -0.3
H 0.0 -0.9 0.6
H -0.3 0.0 -0.5
H 0.0 -0.2 -0.2
H 0.0 0.2 -0.3
H 0.0 -0.1 -0.1
H 0.1 -0.2 -0.1
O 0.0 0.3 0.0
H 0.0 0.1 0.1
H 0.0 0.1 0.0
O -0.2 0.0 -0.1
H 0.1 -0.1 0.1
H 0.0 0.0 0.0
O -0.1 0.0 0.0

⟨S²⟩: 0.75
Multiplicity: 2
Charge: -1
Highest occupied orbital energy (alpha / beta): 0.831 / -5.870 eV
Orbital gap (alpha / beta): 2.211 / 8.826 eV

Löwdin charges, unit e, in atom order:
1. C -0.016
2. C -0.555
3. O -0.099
4. C -0.064
5. H 0.050
6. H 0.050
7. H 0.053
8. H 0.069
9. H 0.081
10. H 0.076
11. H 0.034
12. H 0.009
13. O -0.095
14. H -0.064
15. H -0.062
16. O -0.401
17. H -0.008
18. H 0.027
19. O -0.083

6.
This record from OMol25 describes an isolated ion of composition C4H11N2O and charge +1 in a non-equilibrium geometry. The level of theory is the ωB97M-V functional and the def2-TZVPD basis.

CARTESIAN COORDINATES (ANGSTROEM)
1 N -2.088 1.186 1.599
2 C -1.248 0.535 0.669
3 O -1.322 0.776 -0.554
4 C -0.126 -0.466 1.235
5 C 0.677 -1.105 0.126
6 C 1.492 -0.108 -0.822
7 N 0.604 0.282 -1.921
8 H -2.985 1.632 1.293
9 H -1.884 1.008 2.584
10 H 0.582 0.010 1.902
11 H -0.617 -1.272 1.943
12 H 1.537 -1.682 0.488
13 H 0.093 -2.001 -0.349
14 H 2.417 -0.750 -1.241
15 H 1.736 0.718 -0.170
16 H -0.384 0.067 -1.865
17 H 0.616 1.283 -2.101
18 H 0.900 -0.113 -2.816

Forces on the atoms, in the same order (eV/Å):
N 1.2 -1.4 -1.5
C -0.6 1.0 0.6
O -0.6 -0.5 2.3
C -1.9 -0.5 0.9
C 0.8 -1.9 -1.2
C -0.3 -3.9 0.8
N 1.3 0.9 -3.1
H 1.5 -0.6 0.4
H -0.6 0.2 -0.6
H -0.1 0.7 0.2
H 0.7 1.5 -1.6
H -0.4 0.1 0.9
H 0.8 2.1 0.0
H -2.1 2.1 0.9
H 0.5 0.4 -0.4
H -0.5 -0.2 1.2
H 0.0 0.3 0.2
H 0.4 -0.2 0.1

Multiplicity: 1
Charge: +1
Highest occupied orbital energy: -14.219 eV
Structure (SMILES): NC(=O)CCC[NH3+]
Orbital gap: 11.155 eV

Löwdin charges, unit e, in atom order:
1. N 0.154
2. C -0.398
3. O -0.016
4. C -0.118
5. C -0.205
6. C -0.118
7. N 0.138
8. H 0.144
9. H 0.111
10. H 0.109
11. H 0.163
12. H 0.107
13. H 0.159
14. H 0.183
15. H 0.127
16. H 0.118
17. H 0.169
18. H 0.174